[1]
Formula: C4H14N2O
Source: the Open Molecules 2025 dataset
Level of theory: the ωB97M-V functional and the def2-TZVPD basis

Geometry as XYZ:
```
21
Properties=species:S:1:pos:R:3:forces:R:3
C -0.401 -0.082 1.535 0.043 0.244 0.801
C 0.039 -1.020 0.380 -0.874 0.324 -0.819
C -1.168 -1.765 -0.287 -0.456 2.098 -0.345
N 0.802 -0.486 -0.769 2.362 0.067 2.368
C 2.243 -0.154 -0.470 -0.099 0.391 -2.022
N 2.660 1.110 0.181 1.766 -2.228 2.592
H -1.163 -0.598 2.160 0.703 -0.019 -0.137
H -0.965 0.793 1.213 0.142 0.170 -0.525
H 0.410 0.322 2.226 -0.778 -0.791 -1.004
H 0.681 -1.799 0.823 -0.137 0.203 -0.224
H -1.697 -2.288 0.548 0.271 -0.313 -1.307
H -0.648 -2.265 -1.148 -1.149 -0.458 1.105
H -1.954 -1.012 -0.804 1.766 -1.447 1.327
H 0.403 0.276 -1.300 -0.391 0.011 0.270
H 2.621 -0.021 -1.462 0.205 0.097 -0.986
H 2.876 -0.987 -0.174 -0.654 -0.327 0.813
H 1.852 1.650 0.216 -1.410 1.527 0.481
H 3.039 0.947 1.193 -1.310 0.460 -2.399
H -3.714 2.831 -0.886 -0.327 0.334 0.849
H -2.536 2.051 -1.473 -0.827 0.429 -0.193
O -3.380 2.495 -1.703 1.152 -0.772 -0.647
```
Positions in Å, forces in eV/Å.

Summary:
Energy above the lowest of the compared OMol25 structures with the same formula, charge and spin, kcal/mol: 53.17
Energy, eV: -9401.3013
LUMO level, eV: 0.54
SMILES string: CC(C)NCN.O
Gap between HOMO and LUMO, eV: 9.61
Net charge: 0

[2]
Formula: CH7N4O
Source: the Open Molecules 2025 dataset
Level of theory: the ωB97M-V functional and the def2-TZVPD basis

Geometry as XYZ:
```
13
Properties=species:S:1:pos:R:3:forces:R:3
C -0.660 -0.001 -0.036 -1.361 1.877 -0.518
N 0.259 0.472 -2.185 2.474 0.069 0.212
N -0.048 1.254 0.468 1.608 1.447 1.421
N -0.233 -0.994 0.629 2.194 0.958 1.281
N 0.766 -1.041 1.632 1.345 1.536 -2.617
O -0.791 0.310 -2.776 -3.035 -0.419 -2.233
H -0.781 2.044 0.518 1.220 -1.755 0.240
H 0.641 1.622 -0.272 -0.987 -0.898 1.315
H -0.722 -1.788 0.464 -1.492 -3.274 -0.639
H 1.533 -1.669 1.408 -0.288 0.078 -0.165
H 0.354 -1.253 2.461 -1.280 -0.978 2.970
H 0.485 1.021 1.456 -1.207 0.977 -2.703
H -0.804 0.023 -3.768 0.809 0.382 1.436
```
Positions in Å, forces in eV/Å.

Summary:
Energy above the lowest of the compared OMol25 structures with the same formula, charge and spin, kcal/mol: 134.67
Energy, eV: -9144.2034
LUMO level (spin up / spin down), eV: -3.72 / -4.12
Gap between HOMO and LUMO (spin up / spin down), eV: 8.61 / 8.44
Net charge: +1

[3]
Formula: C3H5NO3S
Source: the Open Molecules 2025 dataset
Level of theory: the ωB97M-V functional and the def2-TZVPD basis

Geometry as XYZ:
```
13
Properties=species:S:1:pos:R:3:forces:R:3
C -0.222 -0.547 0.127 -2.460 -3.672 1.412
C 1.442 1.102 -0.664 -3.486 1.298 -0.284
C 1.140 -0.362 -0.379 -0.671 1.391 -1.482
N -0.963 -1.718 0.243 1.333 2.828 0.135
O -0.937 0.429 0.616 -0.460 1.178 0.395
O -2.335 -0.801 2.385 0.459 -0.443 -0.044
O -3.318 -0.509 0.167 0.404 -0.243 -0.080
S -2.180 -0.773 0.977 0.438 0.399 -0.858
H 0.711 1.621 -1.332 -0.331 -0.676 0.647
H 2.215 1.172 -1.316 3.213 0.091 -1.174
H 1.491 1.765 0.188 0.462 -0.181 0.356
H 1.051 -0.850 -1.392 1.218 -0.359 1.321
H 1.905 -0.530 0.379 -0.117 -1.612 -0.344
```
Positions in Å, forces in eV/Å.

Summary:
Energy above the lowest of the compared OMol25 structures with the same formula, charge and spin, kcal/mol: 62.38
Energy, eV: -21657.4720
LUMO level, eV: 0.38
Gap between HOMO and LUMO, eV: 11.26
Net charge: 0

[4]
Formula: C3H11BrSi3
Source: the Open Molecules 2025 dataset
Level of theory: the ωB97M-V functional and the def2-TZVPD basis

Geometry as XYZ:
```
18
Properties=species:S:1:pos:R:3:forces:R:3
C 1.372 0.685 -0.008 1.674 -0.739 0.279
C 1.482 -0.185 1.276 2.190 -0.409 1.268
C 0.152 0.310 -0.813 -0.396 0.013 1.097
Si 0.012 0.094 2.465 0.577 -0.241 -1.075
Si -1.391 -1.298 -3.557 0.816 0.442 -1.166
Si -1.262 0.370 0.484 1.376 -0.653 0.129
Br -2.411 2.198 0.624 -0.513 0.956 -0.179
H 1.407 1.732 0.306 -0.744 0.073 0.161
H 2.208 0.725 -0.755 0.017 -0.821 1.034
H 1.619 -1.283 1.194 -0.376 0.379 -0.887
H 2.419 0.023 1.872 -0.729 0.295 -0.624
H 0.188 1.057 -1.544 -1.021 1.329 -1.417
H 0.288 -0.605 -1.420 -0.184 0.046 0.911
H 0.047 -0.800 3.685 -0.362 0.070 -0.748
H 0.219 1.431 2.935 -0.027 0.980 0.536
H -2.117 -2.114 -4.647 -0.169 0.018 0.693
H -2.129 -1.623 -2.327 -0.730 -0.513 0.325
H -2.101 -0.717 0.229 -1.399 -1.225 -0.340
```
Positions in Å, forces in eV/Å.

Summary:
Energy above the lowest of the compared OMol25 structures with the same formula, charge and spin, kcal/mol: 55.47
Energy, eV: -96961.8446
LUMO level, eV: -1.23
Gap between HOMO and LUMO, eV: 7.37
Net charge: 0

[5]
Formula: C4H7O3
Source: the Open Molecules 2025 dataset
Level of theory: the ωB97M-V functional and the def2-TZVPD basis

Geometry as XYZ:
```
14
Properties=species:S:1:pos:R:3:forces:R:3
O 2.689 -0.658 -0.334 -0.002 -0.097 -0.253
C 1.599 -1.074 -0.786 -0.140 -0.065 0.625
O 1.268 -2.247 -1.089 -0.054 0.020 -0.032
C 0.467 -0.021 -0.822 0.014 0.294 -0.460
C -0.280 0.043 0.508 0.444 -0.313 -0.237
C -1.048 1.348 0.720 -0.646 -0.756 -0.343
O -1.226 -1.032 0.580 -0.003 -0.218 0.176
H 0.903 0.945 -1.069 0.142 0.187 0.222
H -0.262 -0.240 -1.601 -0.155 -0.161 -0.097
H 0.484 -0.123 1.275 -0.136 0.280 0.258
H -1.151 1.868 -0.235 0.327 0.344 0.194
H -0.630 1.953 1.518 0.094 0.274 -0.166
H -2.078 1.079 0.976 0.111 0.038 0.303
H -0.735 -1.840 0.359 0.005 0.173 -0.190
```
Positions in Å, forces in eV/Å.

Summary:
Energy above the lowest of the compared OMol25 structures with the same formula, charge and spin, kcal/mol: 6.49
Energy, eV: -10405.5895
LUMO level, eV: 4.02
SMILES string: C[C@@H](O)CC(=O)[O-]
Gap between HOMO and LUMO, eV: 8.18
Net charge: -1

[6]
Formula: C3H8NS
Source: the Open Molecules 2025 dataset
Level of theory: the ωB97M-V functional and the def2-TZVPD basis

Geometry as XYZ:
```
13
Properties=species:S:1:pos:R:3:forces:R:3
C 0.690 0.973 2.344 -0.208 -0.737 0.310
S 0.278 -0.792 1.945 0.481 -0.059 0.251
H -0.182 1.201 2.995 1.053 0.766 -0.155
H 1.700 1.091 2.807 -0.871 -0.145 0.214
H 0.734 1.614 1.464 -0.404 0.028 -0.150
C 0.009 0.995 -2.757 1.063 -1.057 -1.043
C -0.761 -0.658 -1.286 0.625 0.340 -0.482
N -0.758 -0.219 -2.476 -0.929 0.324 0.403
H 1.007 0.790 -3.227 -0.538 -0.074 0.383
H 0.181 1.667 -1.925 -0.060 0.081 0.458
H -0.517 1.499 -3.555 -0.224 0.620 -0.350
H -1.554 -1.342 -0.950 0.506 -0.232 -0.201
H 0.036 -0.389 -0.587 -0.494 0.145 0.361
```
Positions in Å, forces in eV/Å.

Summary:
Energy above the lowest of the compared OMol25 structures with the same formula, charge and spin, kcal/mol: 31.74
Energy, eV: -15561.1326
LUMO level (spin up / spin down), eV: 6.36 / 6.33
Spin multiplicity: 2
Expectation value of S²: 0.751
Gap between HOMO and LUMO (spin up / spin down), eV: 2.15 / 6.08
Net charge: -2